No. 1
# C5H8

A single C5H8 molecule (wB97M-V/def2-TZVPD, the Open Molecules 2025 dataset).

```
13
Properties=species:S:1:pos:R:3:lowdin_charge:R:1
C 1.1959 1.4922 1.5108 -0.120
C 0.1495 0.5990 1.0225 -0.169
C 0.1452 -0.3961 0.1123 -0.141
C -0.9500 -0.6279 -0.8030 -0.211
C -0.7708 -1.3146 -1.9485 -0.011
H 1.0790 2.5357 1.1801 0.083
H 1.2146 1.5687 2.6203 0.080
H 2.2180 1.2375 1.2079 0.076
H -0.8748 0.8725 1.3140 0.108
H 1.0252 -0.8821 -0.3120 0.104
H -2.0035 -0.4714 -0.5626 0.101
H 0.2233 -1.5179 -2.3348 0.053
H -1.6528 -1.7712 -2.3822 0.048
```

As for the maximum force: 0.0464 hartree/bohr. Its structure (SMILES) is C=C/C=C/C. The total energy is -5312.802 eV. As for the frontier orbital gap: 9.344 eV. Its LUMO energy is 0.03750 hartree. As for the relative energy (zero: lowest compared OMol25 entry of this formula, charge and spin): 131.6 kJ/mol.


No. 2
# C15H36BO9P2

2 unconnected molecules or ions with the total composition C15H36BO9P2 (wB97M-V/def2-TZVPD, the Open Molecules 2025 dataset).

```
63
Properties=species:S:1:pos:R:3:lowdin_charge:R:1
C 3.0441 2.3180 2.7798 -0.114
C 1.6697 2.1569 2.0944 -0.242
C 1.1104 0.7276 2.1887 -0.145
C 1.4524 -0.2594 1.0562 -0.366
O 0.5974 -1.3552 1.1362 -0.294
P -0.3352 -1.7080 -0.3154 0.546
C -1.5127 -0.2045 -0.0500 -0.325
C -2.9518 -0.6977 0.1596 -0.299
P -4.1315 0.5180 -0.4167 0.496
O -4.3672 0.4924 -1.8662 -0.272
O -5.5261 0.4468 0.4003 -0.208
C -5.5784 -0.2430 1.6516 -0.292
C -4.8845 0.4970 2.7922 -0.077
O -3.4980 1.9310 0.0375 -0.231
C -4.0225 3.0716 -0.6498 -0.280
C -3.5534 4.3419 0.0551 -0.072
O 0.7748 -0.6300 -1.2118 -0.313
C 1.4102 0.3016 -0.4016 -0.284
B 2.7938 0.7817 -0.9773 -0.579
O 3.0032 0.8722 -2.3537 0.133
O 3.8403 1.1534 -0.1221 0.125
H 2.9138 2.7067 3.7906 0.062
H 3.5543 1.3589 2.8453 0.071
H 3.6768 3.0269 2.2422 0.057
H 0.9667 2.8153 2.6095 0.096
H 1.7263 2.5223 1.0685 0.081
H 0.0326 0.7618 2.3418 0.096
H 1.5296 0.2982 3.1044 0.110
H 2.4855 -0.5870 1.2472 0.135
H -1.0442 -1.9251 -1.5766 -0.001
H -1.1723 -2.6092 0.4490 -0.007
H 0.4936 -2.7927 -0.6535 -0.030
H -1.4857 0.3679 -0.9812 0.075
H -1.2418 0.4848 0.7480 0.057
H -3.1019 -1.6503 -0.3565 0.080
H -3.0695 -0.8915 1.2282 0.078
H -6.6402 -0.3090 1.8930 0.110
H -5.2253 -1.2701 1.5676 0.105
H -5.5617 1.2113 3.2599 0.070
H -4.6279 -0.2277 3.5669 0.077
H -3.9863 1.0110 2.4584 0.065
H -5.1141 3.0329 -0.6435 0.110
H -3.7057 3.0673 -1.6907 0.111
H -4.3590 4.8280 0.6038 0.064
H -2.7336 4.1320 0.7392 0.073
H -3.1880 5.0559 -0.6842 0.065
H 0.8284 1.2624 -0.3579 0.138
H 2.5690 1.6613 -2.6907 0.102
H 3.7746 2.0933 0.0729 0.085
O 1.8697 -4.4797 -0.7755 0.090
C 2.6595 -4.0514 -1.5608 -0.532
O 3.9117 -3.7380 -1.1272 -0.006
C 4.9457 -3.3261 -2.0153 -0.250
C 4.8945 -1.8344 -2.2855 -0.055
C 2.2591 -3.7274 -2.9790 0.014
H 4.9237 -3.9116 -2.9370 0.105
H 5.8743 -3.5802 -1.5028 0.115
H 3.9688 -1.5463 -2.7833 0.067
H 5.7337 -1.5311 -2.9145 0.081
H 4.9427 -1.2823 -1.3465 0.082
H 1.8041 -2.7342 -2.9731 0.094
H 1.5101 -4.4519 -3.2875 0.089
H 3.0731 -3.7537 -3.7006 0.064
```

As for the maximum force: 0.0200 hartree/bohr. As for the net charge: -1. The total energy is -53824.286 eV. As for the frontier orbital gap: 6.499 eV. Its LUMO energy is 0.09005 hartree.


No. 3
# HNO2S2

A single HNO2S2 molecule (wB97M-V/def2-TZVPD, the Open Molecules 2025 dataset).

```
6
Properties=species:S:1:pos:R:3:lowdin_charge:R:1
N 1.2206 -0.1469 0.4423 -0.176
O -1.0346 -1.2687 0.7949 -0.292
O -0.5843 0.0231 -1.2995 -0.596
S -1.3924 1.3376 -0.2873 0.693
S -0.2393 -0.2943 0.2225 0.323
H 2.0301 0.3491 0.1271 0.048
```

As for the maximum force: 0.1195 hartree/bohr. Its structure (SMILES) is N=[S@]1(=O)OS1. The total energy is -27267.676 eV. As for the frontier orbital gap: 8.645 eV. Its LUMO energy is -0.04910 hartree. As for the relative energy (zero: lowest compared OMol25 entry of this formula, charge and spin): 158.2 kJ/mol.